No. 1
A cluster of 2 separate species, CCl2F2O in total in a non-equilibrium geometry, computed with ωB97M-V with the def2-TZVPD basis set.

Last column: Löwdin charge in e.
Cartesian coordinates (Å):
O (-0.32, 0.75, -1.22)  0.088
C (-0.83, 0.28, -0.27)  -0.961
F (-0.72, 0.60, 1.02)  0.024
Cl (-1.91, -1.07, -0.32)  0.747
F (1.27, -0.93, 0.50)  -0.510
Cl (2.52, 0.37, 0.29)  0.612

Results
E_LUMO: -0.0996 hartree
HOMO level: -11.9 eV
HOMO-LUMO gap: 9.148 eV
energy above the lowest of the compared OMol25 structures with the same formula, charge and spin: 81.9 kJ/mol
structure (SMILES): O=C(F)Cl.FCl

=====

No. 2
The molecule C3H4N2O2S2 in a non-equilibrium geometry, computed with ωB97M-V with the def2-TZVPD basis set.

Last column: Löwdin charge in e.
Cartesian coordinates (Å):
C (-2.06, 3.40, -1.25)  -0.416
C (0.77, 1.26, 0.15)  -0.556
C (0.79, -0.07, 0.49)  -0.171
N (0.79, -0.99, -0.55)  0.098
N (0.67, 2.28, 1.08)  -0.503
O (0.88, 3.43, 0.80)  -0.033
O (0.52, 1.91, 2.26)  -0.002
S (-1.13, 2.51, -2.03)  0.681
S (1.02, 1.89, -1.48)  0.668
H (-1.87, 3.91, -0.32)  -0.002
H (0.88, -0.35, 1.51)  0.104
H (0.44, -0.53, -1.37)  0.038
H (0.65, -1.97, -0.41)  0.095

Results
E_LUMO (alpha / beta): -0.0404 / -0.1094 hartree
HOMO level (alpha / beta): -6.0 / -9.4 eV
HOMO-LUMO gap (alpha / beta): 4.916 / 6.455 eV
multiplicity: 3
energy above the lowest of the compared OMol25 structures with the same formula, charge and spin: 352.8 kJ/mol
expectation value of S²: 2.030

=====

No. 3
A cluster of 3 separate species, C7H8INO2 in total in a non-equilibrium geometry, computed with ωB97M-V with the def2-TZVPD basis set.

Last column: Löwdin charge in e.
Cartesian coordinates (Å):
N (1.30, 1.52, 0.24)  0.054
C (0.53, 0.32, 0.02)  -0.385
C (0.18, -0.41, 1.11)  -0.056
C (-0.70, -1.53, 1.07)  -0.091
C (-1.14, -1.99, -0.13)  -0.117
C (-0.76, -1.25, -1.27)  -0.104
C (0.12, -0.21, -1.23)  -0.053
H (1.69, 1.83, -0.66)  0.083
H (0.73, 2.23, 0.63)  0.059
H (0.48, -0.06, 2.15)  0.136
H (-1.08, -2.17, 1.84)  0.096
H (-1.86, -2.87, -0.37)  0.137
H (-1.09, -1.61, -2.30)  0.122
H (0.54, 0.44, -1.99)  0.112
O (-2.91, 0.87, 0.18)  0.226
C (-2.19, 1.76, 0.06)  -0.428
O (-1.53, 2.70, -0.07)  0.194
I (4.49, 0.03, 0.02)  0.503
H (3.21, 0.39, 0.67)  -0.490

Results
E_LUMO: 0.0204 hartree
HOMO level: -9.0 eV
HOMO-LUMO gap: 9.541 eV
energy above the lowest of the compared OMol25 structures with the same formula, charge and spin: 0.0 kJ/mol
structure (SMILES): Nc1ccccc1.O=C=O.I

=====

No. 4
The molecule C5H7NO, computed with ωB97M-V with the def2-TZVPD basis set.

Last column: Löwdin charge in e.
Cartesian coordinates (Å):
C (-0.60, -2.16, 1.05)  0.126
C (-0.46, -1.01, 0.72)  -0.125
C (-0.30, 0.38, 0.26)  -0.300
C (-1.50, 0.84, -0.57)  -0.055
C (1.02, 0.58, -0.51)  -0.509
N (2.11, 0.03, 0.08)  0.165
O (1.08, 1.26, -1.51)  0.060
H (-0.74, -3.18, 1.33)  0.029
H (-0.22, 1.02, 1.15)  0.153
H (-2.36, 1.05, 0.07)  0.083
H (-1.79, 0.06, -1.29)  0.089
H (-1.23, 1.74, -1.13)  0.078
H (2.98, 0.08, -0.43)  0.113
H (2.01, -0.69, 0.77)  0.092

Results
E_LUMO: 0.0328 hartree
HOMO level: -9.8 eV
HOMO-LUMO gap: 10.650 eV
energy above the lowest of the compared OMol25 structures with the same formula, charge and spin: 128.9 kJ/mol
structure (SMILES): C#C[C@H](C)C(N)=O

=====

Number 1: E_tot -33561.631 eV. Number 2: E_tot -31912.657 eV. Number 3: E_tot -21074.351 eV. Number 4: E_tot -8834.867 eV.